No. 1
Below is the molecule CH6NPS in a non-equilibrium geometry, with properties calculated with ωB97M-V/def2-TZVPD.

## Properties
Frontier orbital gap = 0.3288 Ha
Highest occupied orbital energy = -8.41 eV
Energy above the lowest of the compared OMol25 structures with the same formula, charge and spin = 90.5 kJ/mol

Atoms and positions in Å:
C -1.800 0.902 0.574
N 2.051 -0.593 -1.075
P 1.163 -0.112 0.276
S -0.961 -0.646 0.923
H -1.130 1.740 0.550
H -2.325 0.675 -0.335
H -2.551 1.103 1.373
H 2.304 -0.069 -1.946
H 1.292 -1.400 0.815
H 1.957 -1.602 -1.154

These are the Mulliken partial charges, in e, on atoms 1 to 5: -0.741 -0.481 0.115 -0.190 0.296



No. 2
Below is a cluster of 11 separate species, C16H44BFN10O22 in total, with properties calculated with ωB97M-V/def2-TZVPD.

## Properties
Frontier orbital gap = 0.3328 Ha
Highest occupied orbital energy = -9.34 eV

Atoms and positions in Å:
C 2.637 0.882 -0.915
C 2.792 -0.615 -0.588
O 3.834 -1.202 -1.376
C 1.468 -1.368 -0.733
B 0.352 -1.022 0.320
O 0.742 -0.403 1.505
C -1.167 -1.334 0.063
C -1.783 -0.244 -0.851
C -1.487 -0.404 -2.337
F -2.662 -0.655 -3.067
H 1.586 1.195 -0.940
H 3.168 1.517 -0.195
H 3.074 1.091 -1.900
H 3.138 -0.720 0.447
H 3.548 -1.175 -2.293
H 1.665 -2.451 -0.649
H 1.089 -1.224 -1.756
H 0.615 0.545 1.534
H -1.701 -1.310 1.020
H -1.344 -2.314 -0.398
H -2.876 -0.235 -0.739
H -1.436 0.749 -0.525
H -0.836 -1.260 -2.536
H -1.046 0.496 -2.784
C -5.383 -0.716 -4.358
N -6.659 -1.454 -4.159
O -7.157 -1.458 -3.057
O -7.115 -2.035 -5.125
H -5.091 -0.277 -3.414
H -4.655 -1.444 -4.701
H -5.555 0.036 -5.123
C -0.983 -0.915 4.827
N -1.959 -1.449 3.850
O -2.872 -0.744 3.487
O -1.782 -2.585 3.455
H -1.280 0.097 5.071
H -1.018 -1.565 5.697
H -0.006 -0.942 4.353
C 2.196 3.000 4.674
N 1.438 1.783 4.289
O 1.661 0.749 4.874
O 0.633 1.898 3.383
H 2.866 2.737 5.483
H 2.742 3.336 3.799
H 1.469 3.750 4.971
C 2.028 -2.148 -6.178
N 2.659 -1.385 -5.072
O 2.071 -1.321 -4.009
O 3.719 -0.848 -5.298
H 1.087 -2.548 -5.819
H 1.882 -1.451 -6.998
H 2.721 -2.931 -6.468
C -5.374 -5.296 -4.894
N -4.230 -4.500 -4.368
O -3.766 -4.795 -3.292
O -3.847 -3.584 -5.067
H -5.609 -6.065 -4.169
H -6.198 -4.602 -5.043
H -5.061 -5.710 -5.847
C -4.458 -3.039 7.502
N -3.076 -2.691 7.930
O -2.530 -3.396 8.743
O -2.588 -1.682 7.450
H -4.752 -3.940 8.027
H -5.092 -2.194 7.755
H -4.436 -3.193 6.428
C -2.062 -6.210 3.844
N -2.935 -6.441 5.027
O -2.759 -7.438 5.687
O -3.791 -5.607 5.251
H -1.368 -7.039 3.776
H -2.712 -6.144 2.978
H -1.565 -5.259 3.994
C 5.042 5.716 1.027
N 4.210 5.481 2.235
O 4.522 4.577 2.983
O 3.260 6.212 2.402
H 5.848 4.992 1.022
H 4.389 5.607 0.166
H 5.418 6.731 1.095
C 6.159 10.527 2.270
N 6.456 9.115 1.910
O 6.397 8.276 2.782
O 6.732 8.888 0.751
H 5.929 10.562 3.328
H 7.039 11.112 2.022
H 5.319 10.840 1.658
C 1.894 2.043 -6.728
N 0.905 1.530 -7.718
O 0.042 2.278 -8.107
O 1.040 0.376 -8.074
H 1.649 3.075 -6.514
H 1.822 1.417 -5.843
H 2.878 1.937 -7.174

These are the Mulliken partial charges, in e, on atoms 1 to 5: -1.130 0.388 -0.604 -0.323 -0.056



No. 3
Below is a structure of composition C32H39ClN5O2PdS4, with properties calculated with ωB97M-V/def2-TZVPD.

## Properties
Frontier orbital gap (spin up / spin down) = 0.1902 / 0.1902 Ha
Highest occupied orbital energy (spin up / spin down) = -9.62 / -9.62 eV
Charge = +1
Energy above the lowest of the compared OMol25 structures with the same formula, charge and spin = 112.5 kJ/mol

Atoms and positions in Å:
Pd -0.450 -0.087 0.854
C 2.022 -4.215 0.048
C 1.184 -3.055 0.481
S 0.996 -1.738 -0.455
C 0.597 -3.153 1.886
C 0.724 -4.480 2.558
S -0.033 -1.861 2.648
H 2.348 -4.087 -0.982
H 1.475 -5.150 0.135
H 2.899 -4.299 0.689
H 0.324 -5.280 1.940
H 0.206 -4.474 3.514
H 1.778 -4.702 2.729
N -1.508 4.107 -1.267
C -1.036 5.194 -0.513
C -0.809 6.415 -1.127
C -0.352 7.493 -0.382
C -0.101 7.344 0.972
C -0.303 6.114 1.579
C -0.784 5.040 0.847
S -1.122 3.505 1.646
N -1.178 2.418 0.352
C -1.415 2.808 -0.845
C -1.651 1.753 -1.877
C -2.245 2.022 -3.107
C -2.492 0.971 -3.976
C -2.154 -0.314 -3.583
C -1.576 -0.483 -2.332
N -1.318 0.519 -1.508
H -1.584 4.272 -2.257
H -0.996 6.525 -2.185
H -0.192 8.444 -0.867
H 0.257 8.177 1.557
H -0.099 5.991 2.633
H -2.554 3.016 -3.397
H -2.954 1.157 -4.935
H -2.339 -1.170 -4.214
H -1.327 -1.477 -1.971
C 5.812 2.047 2.781
C 5.670 2.865 4.057
C 4.240 3.251 4.428
C 3.298 2.081 4.711
N 2.814 1.485 3.477
C 1.586 1.222 3.041
S 1.518 1.023 1.314
N 0.511 1.104 3.787
C 0.386 0.991 5.233
C -0.113 2.272 5.894
C -1.586 2.533 5.593
C -2.050 3.884 6.107
H 6.854 1.990 2.470
H 5.254 2.493 1.954
H 5.476 1.017 2.910
H 6.256 3.781 3.962
H 6.113 2.317 4.892
H 3.794 3.882 3.654
H 4.272 3.860 5.334
H 2.444 2.429 5.287
H 3.805 1.313 5.305
H 3.513 1.377 2.755
H -0.360 0.917 3.281
H 1.322 0.612 5.645
H -0.358 0.205 5.395
H 0.484 3.131 5.571
H 0.032 2.181 6.974
H -2.183 1.735 6.044
H -1.763 2.461 4.522
H -1.926 3.962 7.186
H -3.100 4.058 5.881
H -1.475 4.692 5.653
Cl -8.207 -1.856 3.975
C -6.637 -1.412 3.394
C -5.771 -0.735 4.240
C -4.521 -0.379 3.771
C -4.137 -0.712 2.477
C -5.018 -1.391 1.640
C -6.278 -1.738 2.093
C -2.786 -0.341 1.994
O -2.081 0.478 2.619
O -2.358 -0.895 0.917
H -6.082 -0.493 5.245
H -3.837 0.172 4.401
H -4.708 -1.644 0.638
H -6.978 -2.257 1.456

These are the Mulliken partial charges, in e, on atoms 1 to 5: 0.372 -1.407 0.649 -0.130 0.705



No. 4
Below is a structure of composition C21H32IN9NdO2PS in a non-equilibrium geometry, with properties calculated with ωB97M-V/def2-TZVPD.

## Properties
Frontier orbital gap (spin up / spin down) = 0.2934 / 0.2946 Ha
Highest occupied orbital energy (spin up / spin down) = -12.63 / -12.63 eV
Multiplicity = 4
Charge = +2
Energy above the lowest of the compared OMol25 structures with the same formula, charge and spin = 0.0 kJ/mol

Atoms and positions in Å:
Nd -0.519 0.146 -0.334
N 0.569 -0.122 -4.839
C 0.142 0.170 -3.594
S 1.313 -0.212 -2.311
N -1.057 0.647 -3.476
N -1.528 0.983 -2.226
C -2.733 1.445 -2.201
C -3.425 1.896 -1.012
C -4.781 2.243 -1.148
C -5.522 2.734 -0.099
C -4.905 2.924 1.133
C -3.572 2.614 1.299
C -2.806 2.085 0.254
O -1.515 1.806 0.471
H 1.504 -0.447 -4.986
H 0.010 0.161 -5.629
H -3.268 1.520 -3.147
H -5.245 2.123 -2.120
H -6.563 2.991 -0.235
H -5.467 3.335 1.962
H -3.083 2.806 2.248
C -3.405 -4.271 -2.405
N -2.368 -3.370 -1.902
C -0.984 -3.569 -2.340
C -2.622 -2.413 -1.033
C -4.026 -2.158 -0.578
O -1.676 -1.710 -0.565
H -3.005 -4.840 -3.237
H -4.271 -3.720 -2.764
H -3.725 -4.966 -1.629
H -0.897 -4.530 -2.836
H -0.311 -3.551 -1.486
H -0.686 -2.780 -3.032
H -4.308 -2.897 0.176
H -4.741 -2.221 -1.395
H -4.079 -1.168 -0.131
C 5.380 0.175 0.066
N 4.928 1.641 0.086
C 5.081 2.163 1.520
N 4.370 1.343 2.433
C 4.831 -0.041 2.359
N 4.648 -0.583 1.016
C 3.247 -0.770 0.663
P 2.287 0.840 0.669
C 3.519 1.769 -0.394
C 2.920 1.457 2.318
H 6.443 0.168 0.311
H 5.232 -0.202 -0.945
H 5.540 2.182 -0.527
H 4.709 3.187 1.538
H 6.147 2.156 1.750
H 4.280 -0.645 3.077
H 5.890 -0.078 2.618
H 2.793 -1.463 1.373
H 3.173 -1.216 -0.331
H 3.251 2.826 -0.429
H 3.445 1.369 -1.407
H 2.449 0.876 3.113
H 2.621 2.498 2.455
I 0.154 -1.663 6.150
C -0.203 -0.827 4.284
C -0.908 0.329 4.006
N -0.863 0.508 2.680
N -0.159 -0.470 2.066
C 0.238 -1.288 3.042
H -1.430 0.999 4.670
H -1.260 1.257 2.082
H 0.801 -2.184 2.832

These are the Mulliken partial charges, in e, on atoms 1 to 5: 0.958 -0.406 0.713 -0.664 -1.219



No. 5
Below is the molecule C5H7N in a non-equilibrium geometry, with properties calculated with ωB97M-V/def2-TZVPD.

## Properties
Frontier orbital gap (spin up / spin down) = 0.3353 / 0.3172 Ha
Highest occupied orbital energy (spin up / spin down) = -8.72 / -8.27 eV
Energy above the lowest of the compared OMol25 structures with the same formula, charge and spin = 525.1 kJ/mol

Atoms and positions in Å:
C 0.180 -0.311 -1.996
C 0.506 0.325 -0.715
C -0.521 -0.237 0.384
C 0.747 -0.927 0.055
C -0.566 0.663 1.623
N 0.281 -1.528 -1.951
H 0.075 0.199 -2.992
H 0.944 1.250 -0.489
H -1.477 -0.510 0.003
H 1.419 -1.607 0.575
H -1.538 1.023 1.621
H 0.063 1.506 1.352
H -0.112 0.155 2.531

These are the Mulliken partial charges, in e, on atoms 1 to 5: -0.135 -0.633 -0.059 -0.055 -1.173



No. 6
Below is a cluster of 2 separate species, C2H9N2O in total in a non-equilibrium geometry, with properties calculated with ωB97M-V/def2-TZVPD.

## Properties
Frontier orbital gap = 0.3491 Ha
Highest occupied orbital energy = -12.64 eV
Charge = +1
Energy above the lowest of the compared OMol25 structures with the same formula, charge and spin = 220.6 kJ/mol

Atoms and positions in Å:
C 0.776 0.856 0.575
C 0.746 -0.129 -0.357
N 0.255 -1.437 -0.071
N 1.405 1.974 0.372
H 0.417 0.693 1.590
H 0.727 0.091 -1.447
H 0.841 -1.777 0.668
H -0.661 -1.507 0.185
H 0.286 -2.011 -0.804
H 1.795 2.116 -0.552
H 1.399 2.744 1.076
H -2.512 -0.781 -1.167
H -3.111 -0.167 0.119
O -2.364 -0.664 -0.188

These are the Mulliken partial charges, in e, on atoms 1 to 5: 0.023 -0.524 -0.089 -0.360 0.322



No. 7
Below is the molecule C22H24N2O5 in a non-equilibrium geometry, with properties calculated with ωB97M-V/def2-TZVPD.

## Properties
Frontier orbital gap = 0.2997 Ha
Highest occupied orbital energy = -8.12 eV
Energy above the lowest of the compared OMol25 structures with the same formula, charge and spin = 185.5 kJ/mol

Atoms and positions in Å:
C -5.636 -3.423 -0.034
H -5.284 -4.232 0.616
H -6.312 -3.834 -0.782
H -6.170 -2.680 0.567
O -4.581 -2.842 -0.757
C -3.592 -2.216 -0.066
C -3.503 -2.140 1.313
C -2.449 -1.471 1.919
C -1.465 -0.881 1.154
C -1.541 -0.955 -0.237
C -2.592 -1.604 -0.857
O -2.756 -1.716 -2.201
C -1.873 -1.020 -3.044
H -0.846 -1.394 -2.955
H -2.231 -1.200 -4.056
H -1.888 0.056 -2.841
H -0.769 -0.486 -0.829
C -0.303 -0.170 1.795
N -0.045 1.117 1.120
C -0.958 2.098 1.014
O -2.057 2.001 1.549
C -0.509 3.297 0.207
H -0.377 2.983 -0.831
H 0.474 3.600 0.574
C -1.490 4.470 0.293
C -2.718 4.265 -0.594
O -2.918 4.927 -1.576
O -3.552 3.308 -0.208
H -3.200 2.811 0.574
H -0.995 5.383 -0.038
H -1.819 4.597 1.327
N 1.181 1.182 0.555
C 1.831 0.100 0.789
C 3.175 -0.120 0.309
C 3.818 0.865 -0.449
C 5.101 0.668 -0.908
C 5.788 -0.513 -0.632
C 5.147 -1.491 0.119
C 3.861 -1.304 0.585
H 3.388 -2.082 1.165
H 5.664 -2.413 0.342
C 7.189 -0.706 -1.121
H 7.880 -0.137 -0.499
H 7.477 -1.753 -1.079
H 7.292 -0.349 -2.143
H 5.585 1.437 -1.493
H 3.286 1.778 -0.663
C 1.039 -0.897 1.608
H 1.536 -1.104 2.556
H 0.912 -1.836 1.067
H -0.530 0.031 2.846
H -2.407 -1.412 2.996
H -4.259 -2.590 1.935

These are the Mulliken partial charges, in e, on atoms 1 to 5: -0.964 0.366 0.240 0.378 -0.429



No. 8
Below is a cluster of 2 separate species, H4O2 in total in a non-equilibrium geometry, with properties calculated with ωB97M-V/def2-TZVPD.

## Properties
Frontier orbital gap = 0.4291 Ha
Highest occupied orbital energy = -11.16 eV
Energy above the lowest of the compared OMol25 structures with the same formula, charge and spin = 28.3 kJ/mol

Atoms and positions in Å:
H 0.265 0.978 -0.191
H 1.291 0.171 0.468
H -0.919 -1.817 0.078
H -1.522 -0.483 0.654
O 1.202 1.066 0.048
O -1.091 -0.922 -0.174

These are the Mulliken partial charges, in e, on atoms 1 to 5: 0.323 0.326 0.315 0.350 -0.644



No. 9
Below is the molecule C2H4N4, with properties calculated with ωB97M-V/def2-TZVPD.

## Properties
Frontier orbital gap = 0.3452 Ha
Highest occupied orbital energy = -8.75 eV
Energy above the lowest of the compared OMol25 structures with the same formula, charge and spin = 134.1 kJ/mol

Atoms and positions in Å:
N 1.054 0.687 0.995
C 0.101 0.042 0.240
C -0.221 -1.268 -0.002
N -1.343 -1.282 -0.806
N -1.688 -0.096 -1.108
N -0.814 0.779 -0.467
H 1.226 1.655 0.755
H 1.885 0.154 1.190
H 0.287 -2.174 0.292
H -0.487 1.503 -1.089

These are the Mulliken partial charges, in e, on atoms 1 to 5: -0.466 0.571 -0.536 -0.202 -0.514



No. 10
Below is the ion C8H6NO4S with charge -1 in a non-equilibrium geometry, with properties calculated with ωB97M-V/def2-TZVPD.

## Properties
Frontier orbital gap = 0.3002 Ha
Highest occupied orbital energy = -4.82 eV
Charge = -1
Energy above the lowest of the compared OMol25 structures with the same formula, charge and spin = 346.9 kJ/mol

Atoms and positions in Å:
C 2.606 2.185 0.370
C -1.921 -0.129 -0.002
C -1.290 -0.399 -1.235
C -1.272 -0.258 1.170
C 0.111 -0.551 -1.253
C 0.090 -0.490 1.168
C 0.771 -0.497 -0.014
C 3.248 0.914 0.300
N 1.314 2.371 0.245
O 0.830 2.748 -0.867
O 0.600 2.405 1.259
O 2.917 -1.666 0.954
O 2.934 -1.135 -1.449
S 2.474 -0.714 -0.112
H -3.091 0.276 0.003
H -1.966 -0.337 -2.078
H -1.818 -0.192 2.168
H 0.759 -0.781 -2.118
H 0.674 -0.305 2.052
H 4.237 0.753 0.696

These are the Mulliken partial charges, in e, on atoms 1 to 5: -0.688 -0.133 -0.505 -0.259 -0.406